[1]
109
Properties=species:S:1:pos:R:3 method="wB97M-V/def2-TZVPD" homo_lumo_gap_ev="8.05 / 3.58" charge=+3 multiplicity=2
Pb -0.26359 -1.60587 0.02022
C -1.61071 -2.71174 -2.75459
C -1.71380 -4.03130 -1.97918
N -1.03657 -3.92813 -0.69030
C -1.75872 -4.45988 0.45480
C -2.96643 -3.58050 0.78897
N -2.60756 -2.15486 0.78643
C -3.52860 -1.31765 0.01683
C -3.38122 -1.54826 -1.49311
N -1.97209 -1.57444 -1.90329
H -2.24294 -2.77669 -3.64671
H -0.57612 -2.56526 -3.06687
H -1.27577 -4.82400 -2.59236
H -2.75832 -4.29628 -1.81301
H -0.10329 -4.32209 -0.75241
H -1.07577 -4.43081 1.30142
H -2.09301 -5.49154 0.29267
H -3.34164 -3.88516 1.76512
H -3.76415 -3.74672 0.06722
H -2.56949 -1.80471 1.73719
H -3.28237 -0.28197 0.24681
H -4.57183 -1.49490 0.30142
H -3.93574 -0.76496 -2.01612
H -3.84995 -2.49335 -1.76415
H -1.72106 -0.71012 -2.37088
O -1.30003 0.35540 1.41016
P -1.77037 1.76623 1.41808
C -2.05041 2.44138 -0.27536
P -0.53310 2.17078 -1.31098
O 0.17489 0.90934 -0.96100
C 0.47389 3.65207 -1.03215
C 0.16534 4.86404 -1.64542
C 0.94677 5.97551 -1.38687
C 2.02617 5.88322 -0.51731
C 2.32627 4.67813 0.10212
C 1.55627 3.56055 -0.16145
C -1.06322 2.11096 -3.05809
C -2.37632 1.89967 -3.45254
C -2.67702 1.73891 -4.79467
C -1.67191 1.78970 -5.74385
C -0.35896 2.00099 -5.35301
C -0.05058 2.16127 -4.01239
C -3.38726 1.87759 2.26939
C -3.57191 0.98083 3.31614
C -4.76625 0.96895 4.01589
C -5.76872 1.86388 3.68093
C -5.58673 2.75224 2.63403
C -4.39059 2.77478 1.93208
C -0.60436 2.82973 2.29971
C 0.52580 2.20563 2.81719
C 1.46202 2.94140 3.51636
C 1.25713 4.29884 3.72264
C 0.12600 4.92057 3.21105
C -0.81650 4.18822 2.51104
H -2.29186 3.50378 -0.24426
H -2.89827 1.89914 -0.70109
H -0.67170 4.92830 -2.32673
H 0.71983 6.91487 -1.86535
H 2.63882 6.75145 -0.33237
H 3.16127 4.61312 0.78236
H 1.77043 2.60715 0.30083
H -3.17792 1.88152 -2.72993
H -3.70079 1.58869 -5.09150
H -1.91261 1.67217 -6.78801
H 0.42358 2.04766 -6.09476
H 0.97202 2.33199 -3.69797
H -2.78004 0.29171 3.57031
H -4.90725 0.27141 4.82690
H -6.68914 1.88007 4.24673
H -6.37577 3.43487 2.36044
H -4.27250 3.48064 1.12441
H 0.64774 1.14675 2.64646
H 2.34304 2.46073 3.91242
H 1.96512 4.86655 4.30842
H -0.02822 5.97409 3.38281
H -1.71413 4.66671 2.14907
C 2.62305 -4.56200 -3.18301
C 2.63031 -3.84805 -1.86285
O 1.61646 -3.51633 -1.25520
N 3.86752 -3.60840 -1.38672
C 4.12494 -2.82757 -0.20061
C 4.45900 -1.40973 -0.60518
C 5.76480 -0.98630 -0.84213
C 5.95676 0.30607 -1.30393
C 4.86685 1.13630 -1.51656
C 3.60291 0.62894 -1.23974
N 3.44588 -0.59597 -0.80207
H 1.65057 -4.99625 -3.39311
H 3.37982 -5.34229 -3.21053
H 2.85882 -3.84243 -3.96672
H 4.66480 -3.85510 -1.95324
H 4.94769 -3.27536 0.35962
H 3.20357 -2.83301 0.38743
H 6.59622 -1.64933 -0.66250
H 6.95730 0.66391 -1.50062
H 4.97669 2.14547 -1.88139
H 2.69817 1.20598 -1.36760
O 0.42183 -2.89310 2.06276
N 1.52598 -3.00325 2.73402
C 2.04211 -1.95692 3.39880
C 3.18344 -2.08965 4.15924
C 3.82167 -3.31905 4.23899
C 3.28227 -4.38489 3.53271
C 2.13980 -4.19881 2.78656
H 1.49826 -1.02920 3.31323
H 3.56218 -1.23676 4.69787
H 4.70638 -3.44707 4.84099
H 3.73733 -5.36130 3.56805
H 1.66940 -4.99154 2.22635

[2]
122
Properties=species:S:1:pos:R:3 method="wB97M-V/def2-TZVPD" homo_lumo_gap_ev=7.45 charge=+1 multiplicity=1 relative_energy_kcal_mol=56.0
Ti -0.08380 0.09508 -0.15078
N 0.72297 8.22691 0.31436
C 0.88211 7.05307 0.99125
C 2.10868 6.37026 0.95678
C 2.26015 5.17392 1.61633
C 1.18703 4.62846 2.31666
C -0.03045 5.29880 2.37204
C -0.18526 6.49785 1.71389
S 1.41256 3.17794 3.22422
O 0.48911 3.18708 4.32404
O 2.80898 2.93682 3.40509
N 0.84609 1.88137 2.20555
C 1.31387 0.60533 2.55814
N 1.51963 0.32591 3.82535
C 2.10688 -0.84311 4.08234
C 2.47306 -1.72453 3.08162
C 2.10462 -1.38797 1.79545
N 1.51920 -0.21740 1.51845
H 1.53163 8.70507 -0.04038
H -0.08363 8.79619 0.49724
H 2.94333 6.79524 0.41371
H 3.20726 4.65265 1.59567
H -0.85112 4.88850 2.94529
H -1.13108 7.02333 1.75775
H 2.27025 -1.07746 5.12704
H 2.95279 -2.66633 3.29685
H 2.25767 -2.05770 0.96074
C -3.71094 3.10629 -2.90877
C -3.06103 1.86867 -2.28475
C -3.43754 0.65191 -3.14214
P -1.21476 1.93868 -1.99031
C -0.75768 3.71167 -2.31800
C 0.72241 3.93142 -2.62582
C -1.25702 4.68584 -1.24642
C -0.47365 1.18555 -3.45353
C -0.71962 1.58145 -4.76665
C 0.03130 1.09709 -5.82589
C -0.24068 1.51882 -7.24286
C 1.07298 0.21797 -5.52749
C 1.33877 -0.18949 -4.23355
C 0.54601 0.27915 -3.18265
N 0.75979 -0.10306 -1.83617
C 1.85024 -1.02166 -1.60924
C 1.71102 -2.37936 -1.93411
C 0.49638 -2.91190 -2.63595
C 2.77255 -3.23500 -1.67085
C 3.97563 -2.77658 -1.14309
C 5.11644 -3.71968 -0.88210
C 4.11361 -1.41445 -0.90608
C 3.07488 -0.52023 -1.13983
C 3.31894 0.95088 -0.93585
H -4.78535 2.92980 -2.99158
H -3.34248 3.28545 -3.92051
H -3.57020 4.01788 -2.33286
H -3.48180 1.72629 -1.28577
H -3.25689 0.86199 -4.19638
H -4.49984 0.43525 -3.01706
H -2.88039 -0.24859 -2.89652
H -1.30792 3.90061 -3.24557
H 1.35023 3.66448 -1.77975
H 0.87869 4.99292 -2.83375
H 1.04537 3.37036 -3.50252
H -0.52352 4.78966 -0.45235
H -2.19965 4.37892 -0.78685
H -1.41568 5.67070 -1.69169
H -1.50586 2.30042 -4.97077
H -1.09768 2.18894 -7.29789
H -0.44962 0.65569 -7.87633
H 0.61864 2.03696 -7.67123
H 1.69672 -0.15559 -6.33151
H 2.16412 -0.86070 -4.04144
H -0.38161 -2.28466 -2.49255
H 0.68593 -2.95530 -3.71112
H 0.26819 -3.92158 -2.30265
H 2.66303 -4.28940 -1.89991
H 4.78799 -4.75726 -0.90791
H 5.56992 -3.52829 0.09086
H 5.89794 -3.59608 -1.63396
H 5.05975 -1.03131 -0.53790
H 4.32436 1.20415 -1.27166
H 3.25204 1.22726 0.11987
H 2.60660 1.56524 -1.48414
C -1.68192 0.78948 4.14201
N -2.80090 1.60740 3.57739
C -3.02868 2.80905 4.42401
C -2.57706 1.95907 2.11881
C -3.00647 0.83025 1.21621
C -4.36012 0.48415 1.28033
C -4.87974 -0.54337 0.51711
C -4.04083 -1.22815 -0.34824
C -2.70663 -0.86705 -0.43686
C -2.14835 0.16362 0.33062
H -0.82957 1.44538 4.27965
H -1.46986 -0.01803 3.44712
H -2.00456 0.37621 5.09361
H -3.63495 1.01814 3.60307
H -2.10374 3.38289 4.44192
H -3.27064 2.48195 5.43214
H -3.84542 3.39370 4.00808
H -1.52822 2.21269 2.02406
H -3.17151 2.85549 1.93440
H -5.03210 1.03673 1.93384
H -5.92619 -0.80567 0.59448
H -4.42504 -2.03857 -0.95509
H -2.08813 -1.42424 -1.13636
F -3.00550 -4.03349 0.89550
C -1.75224 -4.11793 0.47538
F -1.30783 -5.34813 0.63788
F -1.72393 -3.81527 -0.82249
S -0.65468 -2.93473 1.45124
O -0.27354 -1.89116 0.47806
O 0.42817 -3.74702 1.89887
N -1.53617 -2.23632 2.51919
S -1.99061 -3.03666 3.84202
O -2.04532 -4.45037 3.65629
O -1.37425 -2.46076 4.99568
C -3.75361 -2.49963 3.94432
F -4.30115 -3.09534 4.99364
F -4.43786 -2.80287 2.85343
F -3.84121 -1.16222 4.13474
O 0.63233 3.00543 0.21787
C 0.56043 1.95524 0.79971

[3]
116
Properties=species:S:1:pos:R:3 method="wB97M-V/def2-TZVPD" homo_lumo_gap_ev=6.11 charge=-2 multiplicity=1 relative_energy_kcal_mol=2.4
Rb 0.00033 0.06250 0.13025
C 0.21219 -3.32184 1.95531
O -0.50180 -3.72812 0.79751
C 0.30981 -4.36210 -0.16351
C 1.27510 -3.42644 -0.87777
O 0.64225 -2.40636 -1.61330
C -0.06438 -2.83399 -2.75880
H 0.68772 -4.18867 2.43492
H -0.51359 -2.88909 2.64099
H 0.97973 -2.57429 1.73893
H -0.37696 -4.81677 -0.88095
H 0.90064 -5.16961 0.29974
H 1.91299 -4.03748 -1.53741
H 1.91245 -2.91242 -0.15728
H 0.55009 -3.52034 -3.35692
H -0.28523 -1.95222 -3.35863
H -1.00058 -3.33704 -2.49452
C -3.59276 1.43721 -1.09625
C -3.87488 0.34149 -0.13611
N -3.19552 -0.77221 -0.01275
C -3.79591 -1.47693 1.00703
C -4.82791 -0.76744 1.52563
N -4.89089 0.39442 0.77681
C -5.80750 1.47228 1.00625
N -5.37552 2.49003 1.92798
N -5.51455 2.30003 3.25636
N -5.06479 3.31935 3.88553
C -4.59939 4.22756 2.95952
C -4.02683 5.49222 3.12662
C -3.68403 6.18204 1.99017
C -3.89772 5.63720 0.70669
C -4.45531 4.39450 0.52493
C -4.79717 3.69740 1.68614
H -2.87797 1.09522 -1.84513
H -3.14939 2.27219 -0.55217
H -4.50112 1.76879 -1.61100
H -3.42430 -2.44286 1.30859
H -5.50177 -0.94361 2.34537
H -6.72957 1.04713 1.40422
H -6.01414 1.96915 0.05769
H -3.83926 5.88790 4.11555
H -3.20837 7.14990 2.07486
H -3.58493 6.20414 -0.16122
H -4.57843 3.97079 -0.46197
C 4.31391 3.23994 1.87316
C 3.00300 2.52064 2.13324
O 2.99629 1.27131 1.44558
P 2.91750 -0.18065 2.17146
O 2.51394 -1.14712 1.11546
Te 1.76400 -0.12423 4.23571
O 4.50075 -0.51183 2.45078
C 5.22853 0.02914 3.53420
C 5.73503 -1.09183 4.42184
H 4.29483 4.22476 2.34567
H 4.46956 3.37123 0.80133
H 5.15866 2.67635 2.27265
H 2.15365 3.09525 1.76353
H 2.83794 2.36750 3.20389
H 4.60379 0.70492 4.12865
H 6.06702 0.60611 3.12735
H 4.88473 -1.62882 4.84212
H 6.33629 -0.68651 5.23972
H 6.34418 -1.79072 3.84651
C -0.07329 8.13337 3.55089
C -0.32235 6.71282 3.11040
C -0.55528 5.70378 4.03779
C -0.79143 4.39315 3.64075
C -1.03375 3.30263 4.64689
C -0.78627 4.08288 2.27903
C -0.54691 5.07461 1.33343
C -0.52256 4.76084 -0.13902
C -0.32378 6.38110 1.76299
C -0.99672 2.63589 1.85514
O -2.17645 2.26291 1.66414
O 0.04021 1.95866 1.72666
H -0.19833 8.23447 4.62963
H -0.76510 8.82512 3.06402
H 0.93995 8.45508 3.29857
H -0.55502 5.94269 5.09779
H -1.00471 3.69288 5.66524
H -0.28070 2.51668 4.54575
H -2.00510 2.83418 4.47657
H -0.78152 3.72296 -0.33994
H 0.46891 4.94439 -0.55899
H -1.22590 5.39554 -0.67661
H -0.14150 7.15670 1.02297
O -0.91127 -0.85664 -7.17735
C -1.16209 -0.05831 -6.28896
N -2.07400 0.99920 -6.49223
C -2.39766 1.60156 -5.21942
C -1.27913 0.92328 -4.32755
O -1.14347 1.23865 -3.14876
N -0.65946 -0.03205 -5.01726
C -3.77818 1.15431 -4.74956
C -4.91562 1.83288 -5.18427
C -6.18408 1.39326 -4.83689
C -6.33564 0.26587 -4.04021
C -5.20979 -0.41591 -3.60231
C -3.94112 0.02268 -3.95550
C -2.26107 3.10915 -5.21360
C -2.67778 3.84422 -4.10514
C -2.56673 5.22447 -4.09429
C -2.02259 5.89441 -5.18312
C -1.58656 5.16722 -6.27918
C -1.70712 3.78358 -6.29427
H -2.80534 0.83153 -7.16509
H -4.80134 2.72751 -5.78564
H -7.05565 1.93584 -5.18327
H -7.32449 -0.07584 -3.75923
H -5.31293 -1.28886 -2.97002
H -3.07008 -0.51303 -3.60002
H -3.08189 3.32353 -3.24789
H -2.89897 5.78049 -3.22809
H -1.93484 6.97409 -5.17298
H -1.15024 5.67831 -7.12926
H -1.36486 3.20681 -7.14357

[4]
128
Properties=species:S:1:pos:R:3 method="wB97M-V/def2-TZVPD" homo_lumo_gap_ev="6.15 / 6.48" multiplicity=2 relative_energy_kcal_mol=12.8
Ti 0.10880 -0.23805 -0.11817
F -6.32707 4.43928 0.25189
C -5.36402 5.00532 -0.49010
C -4.21081 4.29490 -0.77644
C -3.27694 4.92138 -1.58420
F -2.15721 4.28215 -1.92525
C -3.46207 6.20524 -2.06714
F -2.53286 6.79512 -2.82033
C -4.62715 6.88600 -1.75994
F -4.82539 8.11161 -2.22933
C -5.58987 6.28245 -0.96873
F -6.71637 6.93326 -0.67869
Ge -3.98244 2.42624 -0.10254
S -2.19357 1.38933 -0.44258
C -5.49316 1.42549 -0.96025
C -5.84888 0.21714 -0.39002
F -5.29785 -0.12714 0.78475
C -6.74790 -0.65446 -0.96521
F -7.00327 -1.84554 -0.40054
C -7.35608 -0.30153 -2.15857
F -8.23274 -1.11809 -2.72787
C -7.02846 0.90115 -2.76151
F -7.59210 1.22171 -3.92526
C -6.09512 1.73422 -2.16629
F -5.76810 2.86274 -2.80533
C -4.54109 2.65348 1.82299
C -3.59395 3.20281 2.66817
F -2.39788 3.54203 2.16252
C -3.82260 3.46844 4.00523
F -2.87604 4.01364 4.76993
C -5.06728 3.17999 4.53536
F -5.32626 3.43404 5.81345
C -6.04758 2.63838 3.72212
F -7.25251 2.37028 4.23067
C -5.77914 2.39136 2.38651
F -6.78047 1.89211 1.65174
C -0.86188 5.63123 1.17315
C 0.12455 4.54759 1.54501
O 0.03770 3.49936 0.57000
P 0.80238 2.12822 0.75471
O 0.77778 1.47424 -0.62225
Te -0.04443 0.72460 2.48851
O 2.32213 2.55643 1.00009
C 2.89944 2.74688 2.30158
C 4.06550 3.70315 2.17467
H -0.77050 6.46594 1.86839
H -1.87909 5.24436 1.22171
H -0.66739 5.98515 0.16097
H -0.10172 4.14273 2.53699
H 1.14498 4.94145 1.54480
H 3.24496 1.77509 2.66462
H 2.14886 3.12331 3.00044
H 4.81145 3.28862 1.49587
H 4.51679 3.84389 3.15741
H 3.74177 4.67189 1.79199
C -2.10000 -5.51011 -0.31607
Si -0.22931 -5.29097 -0.00507
C 0.04670 -6.07994 1.69890
C 0.61096 -6.44649 -1.26481
Sb 1.28297 -3.12874 0.19993
Si 3.67185 -4.30158 0.45797
C 3.75371 -6.12781 -0.03093
C 3.88966 -4.10769 2.33049
C 5.08141 -3.35172 -0.38162
Si 1.17146 -2.68670 -2.37405
C -0.37997 -3.53396 -3.07547
C 2.64432 -3.38490 -3.33568
C 1.04165 -0.81724 -2.73528
H -2.27740 -6.56802 -0.52406
H -2.47648 -4.94128 -1.16840
H -2.68622 -5.24255 0.56237
H -0.52841 -7.00203 1.81275
H -0.23981 -5.40098 2.50611
H 1.10431 -6.32182 1.83444
H 0.80894 -7.41570 -0.80127
H 1.56074 -6.03508 -1.60864
H -0.02169 -6.62125 -2.13702
H 2.92991 -6.69571 0.40369
H 4.69048 -6.55568 0.33290
H 3.71975 -6.26034 -1.11326
H 3.26291 -4.81859 2.87358
H 3.58355 -3.09550 2.60499
H 4.92298 -4.25076 2.65232
H 5.13691 -3.52912 -1.45619
H 6.03779 -3.65097 0.05393
H 4.94891 -2.28222 -0.21502
H -1.19087 -3.52621 -2.34813
H -0.15477 -4.57908 -3.29535
H -0.72904 -3.06525 -3.99790
H 2.51019 -4.45938 -3.47849
H 3.58453 -3.22586 -2.80820
H 2.72339 -2.92272 -4.32239
H 0.25956 -0.33540 -2.12565
H 0.78820 -0.61870 -3.77825
H 1.98456 -0.32069 -2.52223
C 8.57451 2.07894 -0.25687
C 7.16742 1.58199 -0.06087
C 6.18079 1.79038 -1.01250
C 4.89275 1.28410 -0.85888
C 3.89880 1.53712 -1.96000
C 4.57173 0.55156 0.28808
Te 2.69819 -0.58066 0.48004
C 5.53925 0.37818 1.28700
C 5.28443 -0.34052 2.59245
C 6.81759 0.89112 1.09102
H 8.72799 2.43552 -1.27446
H 9.29168 1.28210 -0.05644
H 8.79504 2.89972 0.42886
H 6.41761 2.34514 -1.91510
H 4.09421 2.49957 -2.43518
H 2.87865 1.55100 -1.58878
H 3.98158 0.76679 -2.73282
H 4.22741 -0.54607 2.74609
H 5.65035 0.25983 3.42679
H 5.81696 -1.29470 2.60573
H 7.56292 0.73121 1.86476
C -2.72066 -1.28098 -2.30493
C -2.55052 -1.72621 -0.89660
N -1.48535 -1.62010 -0.10562
C -1.85303 -2.15709 1.12222
C -3.13358 -2.58317 1.05752
N -3.54460 -2.32939 -0.22658
H -1.81618 -0.81447 -2.67996
H -2.98335 -2.12515 -2.94488
H -3.51636 -0.53759 -2.36072
H -1.17526 -2.19793 1.95529
H -3.76921 -3.03926 1.79458
H -4.46791 -2.51283 -0.58390

| no. | strongest force on any atom (eV/Å) |
| --- | --- |
| 1 | 2.4 |
| 2 | 0.6 |
| 3 | 1.4 |
| 4 | 3.0 |